This record from the Open Molecules 2025 dataset describes an isolated molecule of C8H14O. The level of theory is wB97M-V/def2-TZVPD.

Output
**Energy relative to the best compared isomer or geometry (same formula, charge and spin)**: 599.3 kJ/mol
**Total charge**: 0
**DFT total energy**: -388.2137 a.u.
**SMILES**: CCCC1([C@@H]2CO2)CC1

The geometry in XYZ format:
```
23
C8H14O wB97M-V/def2-TZVPD
C 1.960 -1.060 0.833
C 2.013 -0.425 -0.650
C 1.007 0.722 -0.731
C -0.426 0.510 -0.080
C -1.226 1.744 -0.060
C -0.720 1.132 1.183
C -1.167 -0.638 -0.550
C -2.481 -1.217 -0.034
H 2.534 -2.121 1.200
H 0.810 -1.282 1.189
H 2.582 -0.494 1.606
H 2.135 -1.278 -1.548
H 3.061 0.123 -0.763
H 0.600 1.148 -1.759
H 1.587 1.622 -0.313
H -2.268 1.483 -0.267
H -0.921 2.653 -0.840
H -1.276 0.721 2.039
H 0.265 1.722 1.533
H -1.057 -0.619 -1.727
H -2.936 -1.181 0.927
H -2.982 -1.444 -1.216
O -1.094 -1.820 0.026
```

These are the Löwdin partial charges, in e, on atoms 1 to 6: C -0.14; C -0.26; C -0.18; C -0.53; C -0.12; C -0.10

---

This record from the Open Molecules 2025 dataset describes a cluster of 10 separate species, C33H46Cl19N3O10P3S in total. The level of theory is wB97M-V/def2-TZVPD.

Output
**Total charge**: +1
**DFT total energy**: -12367.4581 a.u.

The geometry in XYZ format:
```
115
C33H46Cl19N3O10P3S wB97M-V/def2-TZVPD
C -6.587 0.294 -3.216
C -5.340 0.888 -2.580
P -3.784 0.495 -3.509
C -3.881 -1.148 -4.331
C -2.383 0.392 -2.270
C -2.368 -0.436 -1.152
P -3.621 -1.659 -0.494
O -4.706 -1.881 -1.662
Cl -4.661 -0.488 0.861
C -1.238 -0.397 -0.332
C -1.119 -1.261 0.902
O -0.270 -2.100 0.894
O -1.961 -1.077 1.932
C -1.368 -0.362 3.033
C -0.828 -1.343 4.071
O -0.866 -2.521 3.895
C -0.270 -0.700 5.284
C 0.782 0.183 5.093
C 1.362 0.804 6.187
C 0.863 0.566 7.454
C -0.197 -0.314 7.632
C -0.762 -0.969 6.554
C -0.159 0.432 -0.607
C 1.032 0.465 0.312
P 2.320 -0.715 -0.280
O 3.430 0.057 -0.851
O 2.778 -1.702 0.860
O 1.666 -1.602 -1.416
C -0.217 1.222 -1.745
C 0.990 2.079 -2.049
C 1.025 3.368 -1.197
S 0.312 4.841 -1.996
C -1.285 5.077 -1.404
N -1.695 6.144 -0.811
N -3.024 6.018 -0.554
C -3.370 4.856 -0.980
O -2.343 4.199 -1.544
N -1.310 1.196 -2.541
C -1.271 2.025 -3.741
C -0.471 1.337 -4.808
O -0.292 0.152 -4.819
O -0.020 2.152 -5.755
H -6.576 -0.785 -3.289
H -6.799 0.785 -4.160
H -7.421 0.541 -2.562
H -5.228 0.596 -1.541
H -5.402 1.972 -2.590
H -4.878 -1.563 -4.291
H -3.186 -1.829 -3.846
H -3.557 -1.037 -5.356
H -5.602 -1.966 -1.309
H -0.600 0.330 2.711
H -2.162 0.200 3.514
H 1.159 0.391 4.111
H 2.199 1.470 6.059
H 1.294 1.057 8.311
H -0.577 -0.501 8.626
H -1.581 -1.659 6.685
H 1.522 1.428 0.322
H 0.775 0.242 1.336
H 2.372 -1.526 1.725
H 1.285 -2.413 -1.046
H 1.846 1.487 -1.739
H 1.091 2.301 -3.100
H 0.498 3.229 -0.259
H 2.053 3.619 -0.958
H -4.379 4.496 -0.883
H -0.816 2.992 -3.572
H -2.246 2.233 -4.163
H 0.812 1.803 -6.106
C 1.308 -2.098 -6.886
Cl 0.376 -2.975 -8.103
Cl 2.895 -1.609 -7.495
H 0.760 -1.210 -6.600
H 1.451 -2.741 -6.026
C 4.721 -1.615 -11.119
Cl 4.219 -0.075 -11.830
Cl 6.419 -1.965 -11.465
H 4.587 -1.565 -10.045
H 4.111 -2.406 -11.535
C -0.242 -2.918 10.817
Cl 0.791 -3.098 12.235
Cl -1.068 -1.351 10.798
H 0.372 -2.995 9.927
H -0.990 -3.700 10.828
C 4.457 -1.881 4.267
Cl 3.129 -0.717 4.000
Cl 5.229 -1.587 5.823
H 4.038 -2.881 4.263
H 5.192 -1.777 3.474
C -2.958 1.879 12.782
Cl -3.920 0.891 11.676
Cl -1.446 2.414 12.039
H -3.537 2.752 13.059
H -2.724 1.287 13.659
C 3.981 -2.837 -15.025
Cl 2.706 -2.722 -13.802
Cl 4.786 -4.407 -14.989
H 3.534 -2.695 -16.001
H 4.715 -2.065 -14.828
C -6.677 4.481 1.678
Cl -6.060 3.391 0.411
Cl -8.390 4.221 1.972
H -6.128 4.287 2.591
H -6.524 5.504 1.354
C 7.114 -4.695 4.587
Cl 7.006 -4.088 2.923
Cl 8.763 -5.148 5.013
H 6.783 -3.914 5.261
H 6.479 -5.568 4.676
C 6.011 0.345 1.224
Cl 6.431 -1.353 1.495
Cl 6.256 1.317 2.683
H 6.638 0.734 0.432
H 4.970 0.399 0.936
```

These are the Löwdin partial charges, in e, on atoms 1 to 6: C -0.14; C -0.42; P 1.04; C -0.25; C -0.24; C -0.26

---

This record from the Open Molecules 2025 dataset describes an isolated molecule of C5H8O2. The level of theory is wB97M-V/def2-TZVPD.

Output
**Energy relative to the best compared isomer or geometry (same formula, charge and spin)**: 249.6 kJ/mol
**Total charge**: 0
**DFT total energy**: -345.7099 a.u.
**SMILES**: C[C@H]1OC12COC2

The geometry in XYZ format:
```
15
C5H8O2 wB97M-V/def2-TZVPD
C -1.494 -0.826 1.333
C -0.128 -0.883 0.695
O -0.186 -1.280 -0.681
C 0.345 -0.016 -0.380
C 1.735 0.333 -0.881
O 1.277 1.630 -1.295
C -0.071 1.366 -0.872
H -1.513 -0.270 2.275
H -2.220 -0.393 0.638
H -1.818 -1.853 1.542
H 0.660 -1.350 1.290
H 2.565 0.376 -0.166
H 2.013 -0.300 -1.735
H -0.795 1.411 -1.693
H -0.371 2.053 -0.069
```

These are the Löwdin partial charges, in e, on atoms 1 to 6: C -0.03; C -0.26; O 0.03; C -0.37; C -0.09; O -0.10